No. 1
An isolated molecule of C5H8N2. Source: the OMol25 dataset; level of theory: ωB97M-V with the def2-TZVPD basis set.

The geometry in XYZ format:
```
15
Properties=species:S:1:pos:R:3:forces:R:3:nbo_charge:R:1
C 2.243798 0.168010 0.095083 0.1 0.0 0.0 -0.400
N 0.844729 -0.174793 -0.009463 -0.2 -0.3 0.2 -0.372
C 0.291571 -1.411991 -0.092290 0.3 0.0 0.0 0.103
C -1.112841 -1.501321 -0.124255 0.2 0.4 -0.1 -0.483
C -1.426174 -0.148169 -0.130643 -0.2 -0.1 -0.1 0.217
N -2.672020 0.439939 -0.142867 0.0 -0.3 -0.2 -0.803
C -0.243394 0.729353 0.186746 -0.1 -0.1 0.2 -0.319
H 2.833439 -0.577474 -0.446052 -0.1 0.1 0.1 0.216
H 2.435140 1.144763 -0.363939 -0.1 -0.2 0.1 0.208
H 2.581798 0.201322 1.137880 0.0 0.0 -0.1 0.197
H 1.004922 -2.240001 -0.136319 -0.2 0.1 -0.1 0.190
H -0.503219 0.754544 1.257613 0.5 0.5 0.2 0.253
H -3.394663 -0.266934 -0.174813 0.0 0.0 -0.1 0.394
H -2.793226 1.136552 -0.869131 0.0 0.1 0.3 0.376
H -0.089860 1.746201 -0.187548 -0.2 -0.3 -0.2 0.223
```
Positions in Å, forces in eV/Å.

Energy in eV: -8291.810
Lowest unoccupied orbital energy in eV: 0.600
Multiplicity: 1
Maximum force in eV/Å: 0.7
Energy relative to the best compared isomer or geometry (same formula, charge and spin) in kJ/mol: 307.4
HOMO in eV: -7.291
Frontier orbital gap in eV: 7.9

***

No. 2
An isolated molecule of C5H8N2. Source: the OMol25 dataset; level of theory: ωB97M-V with the def2-TZVPD basis set.

The geometry in XYZ format:
```
15
Properties=species:S:1:pos:R:3:forces:R:3:nbo_charge:R:1
C 0.524222 2.172035 -1.179414 0.0 0.1 0.0 -0.409
N 0.235868 1.199009 -0.135767 0.0 -0.1 -0.1 -0.171
C -0.539352 0.115106 -0.384123 -0.3 0.1 0.1 -0.058
C -0.190519 -0.875035 0.494335 -0.2 0.1 0.1 -0.132
C -0.804695 -2.240004 0.569904 -0.1 0.0 0.1 -0.625
C 0.812589 -0.262082 1.285852 0.0 -0.1 0.0 -0.058
N 1.095624 0.968457 0.875161 -0.1 -0.2 -0.1 -0.259
H 0.740655 1.578004 -2.066143 0.0 0.4 -0.3 0.203
H 1.403696 2.745868 -0.912439 0.1 -0.1 0.2 0.231
H -0.293046 2.885579 -1.370892 0.1 -0.5 0.2 0.206
H -1.356324 0.187363 -1.089284 0.3 -0.2 -0.2 0.211
H -0.137889 -2.978732 1.024284 0.0 0.2 0.0 0.220
H -1.056961 -2.604143 -0.432036 0.0 0.1 0.2 0.217
H -1.728104 -2.215675 1.155102 0.1 -0.1 0.0 0.217
H 1.294236 -0.675750 2.165460 0.1 0.1 -0.3 0.206
```
Positions in Å, forces in eV/Å.

Energy in eV: -8294.200
Lowest unoccupied orbital energy in eV: 1.017
Multiplicity: 1
Maximum force in eV/Å: 0.5
Energy relative to the best compared isomer or geometry (same formula, charge and spin) in kJ/mol: 76.8
HOMO in eV: -8.926
Frontier orbital gap in eV: 9.9

***

No. 3
A structure of composition C5H8N2. Source: the OMol25 dataset; level of theory: ωB97M-V with the def2-TZVPD basis set.

The geometry in XYZ format:
```
15
Properties=species:S:1:pos:R:3:forces:R:3:nbo_charge:R:1
C -1.841534 -1.197875 1.537290 0.0 0.0 0.0 -0.853
C 1.226359 1.719999 0.723135 -0.2 0.0 0.2 0.304
C 0.087621 1.214275 0.098482 0.1 0.1 -0.2 -0.476
C 0.773729 0.415005 -0.842106 -0.1 0.0 0.0 0.191
N 0.329082 -0.014810 -2.056538 0.0 0.1 0.0 -0.763
C 2.136391 0.244405 -0.364878 0.1 -0.1 0.0 -0.046
N 2.278711 0.891693 0.779870 0.0 0.1 -0.2 -0.432
H -2.442725 -0.292149 1.421138 0.1 -0.1 0.0 0.208
H -1.853279 -1.767408 0.604080 0.0 0.1 0.1 0.208
H -2.255881 -1.808379 2.343367 0.1 0.1 -0.1 0.213
H -0.867672 1.695069 -0.058468 0.1 -0.1 0.0 0.234
H 0.959814 0.017534 -2.843182 -0.1 0.0 0.1 0.394
H -0.640141 0.141663 -2.287590 0.1 0.0 0.0 0.394
H 2.923276 -0.344320 -0.828501 -0.1 0.1 0.1 0.201
H -0.813752 -0.914699 1.773902 -0.2 -0.1 0.0 0.223
```
Positions in Å, forces in eV/Å.

Energy in eV: -8290.754
Lowest unoccupied orbital energy (spin up / spin down) in eV: -0.732 / -0.459
Multiplicity: 1
Maximum force in eV/Å: 0.2
Energy relative to the best compared isomer or geometry (same formula, charge and spin) in kJ/mol: 409.3
HOMO (spin up / spin down) in eV: -8.465 / -8.177
Frontier orbital gap (spin up / spin down) in eV: 7.7 / 7.7

***

No. 4
An isolated molecule of C5H8N2. Source: the OMol25 dataset; level of theory: ωB97M-V with the def2-TZVPD basis set.

The geometry in XYZ format:
```
15
Properties=species:S:1:pos:R:3:forces:R:3:nbo_charge:R:1
C 2.225455 -0.719011 0.159329 0.0 0.0 0.0 -0.613
C 0.840431 -0.199506 -0.121784 0.1 -0.1 0.2 -0.093
C -0.362905 -1.002184 -0.270937 0.0 0.4 0.1 -0.237
C -1.395889 -0.001016 -0.124495 0.1 0.0 0.0 -0.009
N -2.762742 -0.282954 -0.321719 0.0 -0.1 0.1 -0.813
C -0.857509 1.216365 0.210925 0.0 -0.1 0.0 -0.038
N 0.507001 1.107089 0.255238 -0.1 0.0 -0.1 -0.536
H 2.351112 -0.894803 1.232226 0.0 0.0 -0.1 0.223
H 2.363035 -1.671834 -0.356409 0.0 0.1 0.1 0.240
H 3.002730 -0.020158 -0.170505 -0.1 -0.1 0.0 0.206
H 0.536015 -0.412727 -1.263348 0.0 0.0 -0.1 0.308
H -3.362079 0.113495 0.391814 0.1 0.0 -0.1 0.364
H -2.893574 -1.286997 -0.352555 0.0 0.1 0.0 0.382
H -1.337573 2.173434 0.386094 0.1 -0.2 0.0 0.209
H 1.146490 1.880811 0.346129 -0.1 -0.1 0.0 0.409
```
Positions in Å, forces in eV/Å.

Energy in eV: -8291.846
Lowest unoccupied orbital energy in eV: 0.812
Multiplicity: 1
Maximum force in eV/Å: 0.4
Energy relative to the best compared isomer or geometry (same formula, charge and spin) in kJ/mol: 304.0
HOMO in eV: -7.829
Frontier orbital gap in eV: 8.6